[1]
{"formula": "H4NO2PS", "method": "ωB97M-V with the def2-TZVPD basis set", "e_homo_ev": -9.0, "orbital_gap_ev": 8.82, "molar_mass_da": 113.078, "e_above_lowest_ev": 5.463, "lumo_energy_ev": -0.194, "symbols": ["S", "P", "O", "O", "N", "H", "H", "H", "H"], "xyz": [[-1.9539, 0.1211, -0.4854], [1.9545, 0.4805, -0.0812], [2.4730, -0.7962, 0.4584], [-2.4162, -0.6802, 0.6358], [-0.2376, -0.3960, -0.4741], [1.8591, 1.2989, 1.1032], [-0.2080, -1.2211, 0.0127], [0.2592, -0.3101, -1.3110], [-1.7301, 1.5030, 0.1416]], "forces_ev_per_a": [[1.96, 1.40, 1.22], [0.88, 0.36, 0.14], [0.14, -0.43, -0.09], [-0.96, -0.40, 0.28], [-2.03, 4.00, -0.04], [-0.48, 0.21, 0.14], [0.22, -2.67, 1.25], [0.29, -0.57, -1.78], [-0.03, -1.89, -1.13]], "lowdin_charge": [0.846, 0.731, -0.579, -0.573, -0.287, -0.120, 0.002, -0.044, 0.025]}

---

[2]
{"formula": "C6H9F3NO2S", "method": "ωB97M-V with the def2-TZVPD basis set", "total_charge": 1, "multiplicity": 3, "e_homo_ev": [-11.8, -14.7], "orbital_gap_ev": [8.38, 7.97], "molar_mass_da": 216.204, "e_above_lowest_ev": 0.000, "lumo_energy_ev": [-3.450, -6.707], "symbols": ["S", "F", "F", "F", "O", "O", "N", "C", "C", "C", "C", "C", "C", "H", "H", "H", "H", "H", "H", "H", "H", "H"], "xyz": [[2.0619, -1.3021, -0.0146], [2.5087, 2.2654, 1.0970], [3.0413, 1.1655, -0.5414], [0.9963, 1.8119, -0.4168], [2.1519, -2.5587, 0.5567], [1.4736, -1.1334, -1.3169], [-1.5734, 1.0538, -1.0188], [1.7880, 0.0371, 0.9903], [2.0548, 1.2954, 0.3142], [-1.1258, -0.6095, 0.2160], [-1.4904, -0.4759, -1.2905], [-0.9305, -1.6863, 0.9579], [-1.5611, 0.8145, 0.4765], [-2.4175, -0.8238, -1.6602], [-0.7190, -0.7174, -2.0061], [-2.5165, 0.9120, 0.8046], [-2.3891, 1.4124, -1.4534], [1.7678, -0.0404, 2.1301], [-0.8267, 1.7038, -1.2471], [-0.7232, 1.3117, 0.9737], [-0.6843, -2.6202, 0.4369], [-0.8869, -1.8159, 2.0118]], "forces_ev_per_a": [[3.86, 1.04, -4.45], [-1.08, 0.18, 1.22], [0.68, -0.81, -1.52], [0.18, -0.34, 0.56], [-0.89, -3.64, 3.01], [-1.54, 0.66, -0.18], [0.27, -0.33, -0.04], [-1.44, 0.71, 3.86], [1.11, 2.19, -0.70], [-2.33, -1.04, -0.54], [2.83, 1.14, 1.06], [0.68, -0.80, -1.34], [3.29, -1.04, -1.06], [-1.17, -0.35, 0.14], [0.31, -0.03, -0.12], [-2.54, 0.52, 1.63], [-1.24, 0.75, 0.03], [-0.20, 0.10, -1.87], [0.55, -0.59, -0.57], [-0.96, 0.77, 0.01], [-0.33, 0.28, 0.04], [-0.01, 0.63, 0.82]], "lowdin_spin": [0.481, 0.016, 0.048, 0.033, 0.228, 0.246, 0.001, 0.770, 0.086, 0.022, 0.005, 0.027, 0.004, 0.001, 0.003, 0.000, 0.000, 0.020, 0.000, 0.004, 0.003, 0.001]}

---

[3]
{"formula": "C6H8", "method": "ωB97M-V with the def2-TZVPD basis set", "e_homo_ev": [-8.7, -8.0], "orbital_gap_ev": [7.94, 7.32], "molar_mass_da": 80.130, "e_above_lowest_ev": 5.082, "lumo_energy_ev": [-0.714, -0.664], "symbols": ["C", "C", "C", "C", "C", "C", "H", "H", "H", "H", "H", "H", "H", "H"], "xyz": [[-0.4075, 0.2511, -0.4139], [-2.9121, 0.6369, -0.8114], [0.8770, 0.0800, 0.2827], [-1.6265, 0.8220, -0.2642], [1.0921, -1.1681, 1.1314], [0.7562, -0.1048, -1.2295], [1.1435, 0.7162, -1.8338], [0.5832, -2.0380, 0.7010], [1.3980, 0.9635, 0.6509], [-3.4761, 1.5828, -0.6728], [2.1623, -1.4016, 1.1793], [0.7300, -1.0451, 2.1576], [0.8867, -1.0870, -1.6801], [-1.5661, 1.5134, 0.5843]], "forces_ev_per_a": [[0.59, -0.20, -0.03], [0.94, 0.80, 0.17], [0.00, 0.03, 0.10], [-0.61, -0.17, -0.02], [0.00, -0.01, -0.01], [-0.03, -0.03, -0.21], [-0.14, -0.20, -0.03], [0.02, 0.19, 0.02], [-0.03, -0.07, -0.18], [-0.06, -0.37, -0.16], [-0.17, 0.05, -0.02], [0.01, 0.08, -0.18], [-0.06, 0.06, 0.18], [-0.46, -0.17, 0.37]], "lowdin_charge": [-0.175, 0.097, -0.283, -0.222, -0.063, -0.050, 0.112, 0.083, 0.136, -0.006, 0.076, 0.075, 0.110, 0.112]}

---

[4]
{"formula": "C3H6O2", "method": "ωB97M-V with the def2-TZVPD basis set", "e_homo_ev": -9.9, "orbital_gap_ev": 10.28, "molar_mass_da": 74.079, "e_above_lowest_ev": 3.259, "lumo_energy_ev": 0.372, "symbols": ["O", "O", "C", "C", "C", "H", "H", "H", "H", "H", "H"], "xyz": [[1.2039, -1.0672, -0.3444], [-1.8552, 0.2012, -0.2560], [0.6356, 1.4524, -0.0224], [-0.9347, -0.6539, 0.1735], [0.4891, -0.0615, 0.3569], [-1.0308, -1.9498, 0.6490], [1.5252, 1.8458, 0.5177], [-0.1903, 2.0878, 0.2917], [1.0442, 1.5419, -1.0462], [2.1012, -0.7879, -0.1883], [0.6206, -0.2318, 1.5319]], "forces_ev_per_a": [[0.81, 1.27, 0.21], [4.45, -6.05, 2.49], [2.39, -1.14, 0.34], [-4.24, 3.75, -0.58], [-2.44, -1.25, 2.12], [-0.16, 3.97, -1.83], [-0.47, -0.32, 0.20], [-0.19, -0.37, -0.59], [-1.23, 0.06, 0.06], [0.99, -0.50, -0.33], [0.10, 0.58, -2.09]], "lowdin_charge": [-0.052, -0.058, -0.041, -0.123, -0.432, 0.214, 0.073, 0.078, 0.088, 0.085, 0.169]}

---

[5]
{"formula": "C2H7N2O", "method": "ωB97M-V with the def2-TZVPD basis set", "total_charge": 1, "e_homo_ev": -16.1, "orbital_gap_ev": 12.11, "molar_mass_da": 75.091, "e_above_lowest_ev": 2.567, "lumo_energy_ev": -3.959, "symbols": ["O", "N", "N", "C", "C", "H", "H", "H", "H", "H", "H", "H"], "xyz": [[0.8387, 0.4674, -0.2594], [-1.4186, -0.4132, 0.3574], [-3.6876, -0.0251, -0.5280], [1.9788, -0.4532, -0.1556], [-2.6342, -0.3326, -0.0438], [2.5421, -0.1821, 0.8032], [-0.3399, -0.1086, 0.0888], [-1.3144, -0.7499, 1.3086], [0.5780, 0.8040, -1.1467], [1.6731, -1.4688, -0.0125], [-4.4694, -0.6146, -0.9040], [2.6161, -0.4167, -0.9693]], "forces_ev_per_a": [[-0.52, -0.46, -0.16], [-1.55, -0.71, 0.93], [0.57, -1.63, 0.88], [-0.07, 0.85, 2.92], [0.39, 1.05, -1.27], [-0.81, -0.04, -1.51], [-0.14, 0.73, -1.12], [-0.46, -0.07, 0.35], [1.05, -0.46, 0.47], [-0.70, -0.55, -0.13], [1.13, 0.84, 0.32], [1.11, 0.45, -1.68]], "lowdin_charge": [-0.094, 0.187, 0.276, -0.029, -0.149, 0.130, 0.077, 0.145, 0.149, 0.080, 0.161, 0.068]}

---

[6]
{"formula": "C5H11AgBr2FNOPt", "method": "ωB97M-V with the def2-TZVPD basis set", "total_charge": 2, "multiplicity": 3, "e_homo_ev": [-15.8, -15.4], "orbital_gap_ev": [7.40, 2.54], "molar_mass_da": 582.901, "e_above_lowest_ev": 0.698, "lumo_energy_ev": [-8.381, -12.836], "symbols": ["Pt", "Ag", "Br", "Br", "F", "O", "N", "C", "C", "C", "C", "C", "H", "H", "H", "H", "H", "H", "H", "H", "H", "H", "H"], "xyz": [[-4.0837, -0.5900, 2.7624], [-2.0683, 1.9884, 1.6068], [-3.7018, 0.5695, -3.3628], [0.9806, 0.8216, -2.7257], [-3.0978, -0.0380, 0.8935], [0.2002, 1.2509, 1.9193], [1.5394, -0.5745, 1.6051], [-0.8959, 0.9042, -3.4881], [-1.9762, 0.7790, -2.4525], [1.6588, -1.9732, 1.1307], [2.7774, 0.0788, 1.9311], [0.3455, 0.0488, 1.6190], [0.7762, -2.3363, 0.6040], [-1.8837, -0.0664, -1.7707], [2.7578, 0.8585, 2.6926], [-0.4167, -0.7274, 1.4499], [-0.9349, 1.8785, -3.9753], [-0.9055, 0.0919, -4.2148], [-2.1031, 1.7024, -1.8873], [1.9279, -2.6793, 1.9163], [2.5351, -2.0088, 0.4835], [3.5448, -0.6392, 2.2202], [3.0238, 0.6604, 1.0428]], "forces_ev_per_a": [[0.51, 0.22, -1.22], [0.52, -0.47, 0.09], [0.80, -0.01, 0.09], [-1.39, 0.00, -0.11], [-0.38, 0.17, 1.39], [-1.00, -0.49, -0.54], [-1.20, -0.63, 0.22], [1.29, 0.13, -1.32], [-1.08, -0.03, 1.39], [0.62, 0.26, 0.11], [0.64, 1.12, -0.33], [1.54, -0.92, 0.73], [0.02, 0.27, 0.08], [0.01, 0.03, -0.22], [-0.75, -0.35, 0.33], [-0.60, 0.75, -0.26], [0.08, -0.19, 0.00], [0.06, 0.12, 0.16], [0.20, -0.10, -0.07], [-0.33, 0.22, 0.41], [-0.22, 0.06, -0.40], [-0.13, 0.02, -0.34], [0.78, -0.21, -0.18]], "lowdin_spin": [0.987, 0.001, 0.354, 0.469, 0.013, 0.012, 0.042, 0.045, 0.044, 0.005, 0.007, 0.002, 0.000, 0.001, 0.001, 0.000, 0.002, 0.002, 0.005, 0.003, 0.002, 0.000, 0.004]}

---

[7]
{"formula": "C37H31F5N4O2STi", "method": "ωB97M-V with the def2-TZVPD basis set", "total_charge": -2, "multiplicity": 3, "e_homo_ev": [-0.2, -1.6], "orbital_gap_ev": [4.24, 5.55], "molar_mass_da": 738.605, "e_above_lowest_ev": 1.144, "lumo_energy_ev": [4.025, 3.985], "symbols": ["Ti", "S", "F", "F", "F", "F", "F", "O", "O", "N", "N", "N", "N", "C", "C", "C", "C", "C", "C", "C", "C", "C", "C", "C", "C", "C", "C", "C", "C", "C", "C", "C", "C", "C", "C", "C", "C", "C", "C", "C", "C", "C", "C", "C", "C", "C", "C", "C", "C", "C", "H", "H", "H", "H", "H", "H", "H", "H", "H", "H", "H", "H", "H", "H", "H", "H", "H", "H", "H", "H", "H", "H", "H", "H", "H", "H", "H", "H", "H", "H", "H"], "xyz": [[0.6446, 0.2578, 0.3554], [-1.5616, 0.5789, -4.7811], [0.9372, 2.0537, -5.6550], [1.4481, 3.1648, -8.0202], [-2.7732, 1.8089, -9.6077], [-0.3873, 3.0682, -10.0432], [-3.3216, 0.6869, -7.2622], [-0.8029, 1.5502, 0.1999], [1.9791, 0.5052, -1.0474], [1.3122, 1.4550, 1.9028], [2.1344, -0.9193, 1.2979], [-1.0890, -1.0532, 1.6824], [-0.0102, -1.5375, -0.8252], [-3.1691, -0.2477, 4.6623], [-0.9714, -2.2704, 1.2384], [-1.8893, 3.5991, -0.1361], [-0.8169, 0.4517, 4.2462], [3.4583, -1.3457, -0.6896], [2.2358, -0.6155, 2.7179], [1.0578, 2.7809, 2.0427], [-0.0204, 1.9724, -6.5901], [-0.1425, 4.8668, 1.5945], [0.0456, 3.4852, 1.3520], [-2.1923, -0.8587, 2.5451], [-4.5385, -1.2475, 2.9875], [-1.2304, 1.3093, -6.3012], [-2.1273, 1.2928, -7.3862], [0.2643, 2.5509, -7.8112], [-0.3358, -2.5727, 0.0130], [0.1257, -3.4786, -1.9740], [4.4646, -2.1649, -1.2271], [-3.7409, -1.6445, 0.6542], [3.3775, -0.1553, -2.8026], [2.8911, -0.3119, -1.4856], [-2.0713, -0.2508, 3.8062], [4.3448, -0.9929, -3.3033], [0.2709, -2.0828, -2.0126], [-1.1535, 5.5922, 0.9978], [-4.3915, -0.7657, 4.2777], [-0.8694, 2.8483, 0.4466], [3.1403, -1.4646, 0.7098], [-1.8609, 1.8671, -8.6126], [-0.6568, 2.5056, -8.8423], [2.3237, 0.9113, 2.7822], [-0.2716, -3.7945, -0.6734], [-3.5634, -0.4396, -0.2705], [4.9038, -2.0122, -2.5209], [-3.4695, -1.2852, 2.1004], [-1.0624, 1.9431, 4.4825], [-2.0349, 4.9575, 0.1236], [3.3384, 1.2178, 2.4747], [0.2641, -4.1549, -2.8032], [-0.1376, 2.4434, 4.7789], [3.1139, -1.1037, 3.1596], [-0.5171, -4.7667, -0.2701], [-2.8284, 5.5153, -0.3597], [-3.0510, 0.1859, 5.6500], [3.8414, -2.0601, 1.3068], [-0.4300, -0.0146, 5.1604], [-4.2360, 0.3701, 0.0235], [1.3417, -0.9617, 3.2338], [-1.8110, 2.1121, 5.2603], [-3.1160, -2.4626, 0.2963], [-4.7725, -2.0054, 0.5940], [-0.0642, 0.3605, 3.4732], [1.6412, 3.3383, 2.7771], [-3.7793, -0.7112, -1.3049], [-5.5099, -1.5863, 2.6430], [5.6679, -2.6619, -2.9277], [2.9275, 0.6237, -3.4048], [4.8935, -2.9350, -0.5933], [-5.2328, -0.7601, 4.9610], [-1.4781, -3.0947, 1.7532], [0.5326, -1.4579, -2.8550], [-1.2564, 6.6510, 1.2088], [-2.5479, -0.0485, -0.2302], [-1.4080, 2.4190, 3.5646], [4.6780, -0.8602, -4.3264], [2.1878, 1.2414, 3.8252], [0.5416, 5.3591, 2.2805], [-2.5500, 3.0848, -0.8230]], "forces_ev_per_a": [[-1.03, 0.29, -0.11], [0.01, 0.01, -0.12], [0.05, 0.01, 0.05], [0.02, 0.01, 0.00], [-0.02, 0.00, -0.03], [0.01, 0.02, -0.02], [-0.04, -0.02, 0.01], [0.27, -0.12, -0.12], [0.16, -0.15, 0.03], [0.15, -0.10, -0.01], [0.66, 0.10, -0.07], [0.18, 0.01, -0.14], [0.38, 0.28, 0.09], [-0.01, 0.03, 0.00], [0.04, 0.06, -0.02], [0.08, 0.13, -0.03], [0.02, 0.02, 0.06], [-0.07, -0.04, -0.12], [0.03, -0.31, -0.07], [0.09, -0.15, 0.04], [-0.04, -0.01, -0.08], [0.04, -0.06, 0.01], [-0.20, 0.14, -0.07], [-0.09, -0.02, 0.22], [-0.01, 0.02, -0.06], [0.03, -0.07, 0.03], [0.01, 0.03, 0.00], [-0.05, -0.02, 0.00], [-0.23, -0.14, 0.08], [-0.02, -0.09, 0.08], [-0.03, 0.03, -0.04], [-0.09, -0.02, 0.02], [0.04, -0.11, -0.08], [-0.11, 0.14, 0.06], [-0.10, -0.08, -0.18], [-0.07, 0.11, -0.06], [0.01, 0.09, 0.06], [0.00, 0.05, 0.01], [-0.02, 0.01, 0.06], [-0.04, -0.09, 0.21], [-0.29, -0.22, 0.15], [0.03, 0.00, 0.02], [-0.01, -0.01, 0.02], [-0.03, -0.01, 0.06], [0.07, 0.00, -0.10], [-0.03, 0.01, -0.03], [0.01, -0.06, 0.08], [0.09, 0.02, 0.04], [0.02, 0.00, 0.04], [-0.02, -0.06, -0.04], [0.00, 0.00, 0.00], [0.00, 0.00, 0.00], [-0.02, 0.00, 0.00], [0.02, 0.08, 0.05], [0.00, -0.01, -0.01], [0.00, 0.01, 0.00], [-0.02, 0.00, 0.00], [0.14, 0.25, 0.09], [0.02, 0.01, -0.01], [-0.01, -0.01, 0.00], [-0.03, -0.05, -0.03], [0.00, 0.00, 0.01], [0.01, 0.01, -0.01], [0.01, 0.00, 0.00], [-0.01, -0.01, -0.04], [0.00, 0.02, 0.00], [0.01, 0.01, 0.00], [0.00, 0.00, 0.00], [0.00, -0.01, 0.01], [0.01, 0.00, -0.01], [0.00, -0.01, 0.01], [0.01, 0.01, 0.00], [0.00, 0.04, 0.03], [0.00, -0.01, -0.02], [0.00, 0.00, 0.00], [0.01, 0.00, -0.01], [0.00, 0.00, -0.01], [0.00, 0.00, 0.00], [-0.02, 0.01, -0.02], [0.00, 0.00, 0.00], [-0.01, -0.01, 0.01]], "lowdin_spin": [0.948, 0.000, 0.000, 0.000, 0.000, 0.000, 0.000, 0.061, 0.010, 0.175, -0.008, 0.006, 0.007, 0.000, 0.006, 0.000, 0.002, 0.005, 0.002, 0.309, 0.000, 0.092, 0.025, 0.001, 0.000, 0.000, 0.000, 0.000, 0.004, 0.002, 0.009, 0.000, -0.001, 0.014, 0.000, 0.011, 0.004, -0.004, 0.000, 0.074, 0.050, 0.000, 0.000, 0.021, 0.003, 0.000, 0.001, 0.000, 0.005, 0.110, 0.008, 0.000, 0.002, 0.001, 0.000, 0.009, 0.000, 0.003, 0.000, 0.000, 0.000, 0.001, 0.000, 0.000, 0.002, 0.024, 0.000, 0.000, 0.000, 0.000, 0.000, 0.000, 0.000, 0.000, -0.004, 0.000, 0.001, 0.001, 0.004, 0.004, -0.003]}

---

[8]
{"formula": "C5H11NO", "method": "ωB97M-V with the def2-TZVPD basis set", "smiles": "CC(C)N1O[C@@H]1C", "e_homo_ev": -9.2, "orbital_gap_ev": 10.26, "molar_mass_da": 101.149, "e_above_lowest_ev": 3.272, "lumo_energy_ev": 1.059, "symbols": ["O", "N", "C", "C", "C", "C", "C", "H", "H", "H", "H", "H", "H", "H", "H", "H", "H", "H"], "xyz": [[0.0816, -1.8385, 0.9802], [1.0011, -0.7724, 0.5200], [-0.9934, 0.3175, 1.7686], [1.1947, 1.0649, -1.1531], [-0.8005, -0.4748, -1.3274], [0.6453, -0.3315, -0.8503], [0.1735, -0.6237, 1.6634], [-1.7737, 0.0854, 1.0444], [-1.4238, 0.3870, -1.0646], [1.2439, -1.0401, -1.4325], [2.2178, 1.1955, -0.7886], [1.2070, 1.2046, -2.2415], [0.5659, 1.8607, -0.7350], [-0.6286, 1.3362, 1.5954], [-0.7898, -0.5499, -2.4199], [-1.4160, 0.2756, 2.7767], [-1.2542, -1.3825, -0.9240], [0.7492, -0.7141, 2.5882]], "forces_ev_per_a": [[0.01, -0.15, 0.00], [0.12, -0.03, -0.15], [-0.09, 0.02, -0.05], [0.02, 0.01, 0.09], [-0.08, 0.00, 0.02], [0.03, -0.07, -0.18], [0.07, 0.30, 0.16], [0.09, 0.05, 0.09], [0.12, -0.12, 0.00], [-0.10, 0.07, -0.10], [-0.13, -0.07, 0.00], [-0.01, -0.03, 0.23], [0.08, -0.18, 0.04], [-0.15, -0.08, 0.06], [-0.03, 0.02, 0.15], [0.03, -0.01, -0.15], [0.03, 0.13, -0.10], [-0.04, 0.14, -0.09]], "lowdin_charge": [-0.026, 0.012, -0.022, -0.061, -0.072, -0.408, -0.386, 0.068, 0.070, 0.133, 0.077, 0.081, 0.073, 0.085, 0.082, 0.080, 0.076, 0.138]}